Model 1:
15
Properties=species:S:1:pos:R:3 method="wB97M-V/def2-TZVPD" total_charge=+1 lumo_ha=-0.11845 homo_lumo_gap_ha=0.4527
H -0.026 1.844 -1.855
H -1.552 1.375 -2.064
H -0.364 0.482 -2.678
H -0.613 0.812 1.194
C -0.654 -1.376 1.036
H 1.650 1.222 0.466
H -1.694 -1.561 0.840
H -0.522 0.266 -0.373
N -0.635 0.969 -1.897
H 1.797 -0.315 1.600
C 1.392 0.151 0.669
H -0.517 -1.422 2.157
H 1.806 -0.363 -0.249
N -0.162 -0.036 0.632
H 0.092 -2.049 0.521

***

Model 2:
15
Properties=species:S:1:pos:R:3 method="wB97M-V/def2-TZVPD" total_charge=+1 lumo_ha=-0.12572 homo_lumo_gap_ha=0.4149
C 0.842 0.726 0.496
C 0.182 1.344 1.715
H -1.406 -0.297 -2.862
N 0.421 -0.725 0.375
N -1.194 -1.036 -2.203
H 0.767 -1.342 1.117
H -0.600 -0.753 0.293
H 0.845 1.617 2.550
H -0.657 -1.776 -2.640
H -0.403 2.180 1.313
H -0.593 0.763 2.191
H 0.619 1.196 -0.454
H 0.914 -1.050 -0.456
H 1.927 0.761 0.679
H -2.088 -1.478 -2.007

***

Of them, model 1 has the lowest stability.

***

Model 1:
16
Properties=species:S:1:pos:R:3 method="wB97M-V/def2-TZVPD" total_charge=+1 lumo_ha=-0.20908 homo_lumo_gap_ha=0.2492
H 0.887 -0.940 3.794
H 2.158 0.347 3.549
H -0.689 -2.315 -1.094
N 1.227 -0.098 3.402
H 0.511 2.650 -0.669
H 0.392 -0.878 -2.715
H 1.233 -0.869 -1.066
C -1.941 -0.574 -0.784
H 0.664 0.620 3.644
C -0.775 -1.241 -0.943
H -2.724 -1.004 -0.228
O 0.733 1.687 -0.739
H -0.292 1.390 -2.482
C 0.228 0.975 -1.601
F -1.983 0.772 -0.442
C 0.370 -0.522 -1.623

***

Model 2:
16
Properties=species:S:1:pos:R:3 method="wB97M-V/def2-TZVPD" total_charge=+1 lumo_ha=-0.18159 homo_lumo_gap_ha=0.3829
H 2.192 0.745 -1.457
N 0.908 -1.110 1.209
C 1.485 0.570 -0.599
C -2.510 0.031 -0.567
H -2.974 0.823 0.133
F -1.533 -0.551 0.232
H -0.045 -1.046 0.977
H 1.086 -2.200 1.524
C 0.886 1.709 -0.156
H -3.100 -0.753 -0.944
C 1.404 -0.848 -0.268
H 1.300 2.655 -0.447
H 1.109 -0.383 1.975
H -1.930 0.435 -1.310
H 0.108 1.774 0.571
O 1.612 -1.850 -0.873

***

Of them, model 1 has the lowest stability.

***

Model 1:
22
Properties=species:S:1:pos:R:3 method="wB97M-V/def2-TZVPD" total_charge=0 lumo_ha=-0.01089 homo_lumo_gap_ha=0.3034
H -1.635 2.560 0.476
H -0.739 -3.019 -0.275
H 0.662 -1.678 -1.811
H 1.965 1.983 -0.529
H 3.356 -0.930 0.511
H 2.848 1.015 1.286
C -1.474 1.485 0.358
C 0.495 -0.063 -0.278
C 2.416 -0.262 0.808
C -1.821 -0.920 -0.213
O 1.820 -0.310 -0.519
C 0.191 -2.307 -0.503
O -3.680 0.380 0.104
H -4.015 1.220 -0.076
C -0.023 1.273 0.025
H -2.667 -1.672 -0.256
O 0.593 3.322 -0.582
H 1.814 -0.864 1.621
C 0.990 2.238 -0.225
C -2.342 0.447 0.015
H 1.684 -2.767 0.180
C -0.439 -1.129 -0.119

***

Model 2:
22
Properties=species:S:1:pos:R:3 method="wB97M-V/def2-TZVPD" total_charge=0 lumo_ha=-0.05032 homo_lumo_gap_ha=0.2670
H -1.805 1.240 1.373
O 0.646 2.653 1.162
H -0.027 2.928 1.776
C -0.403 -1.039 -0.752
H -3.203 0.227 1.100
H 0.015 -3.258 -1.817
C -1.015 0.807 0.801
C -1.295 -0.387 0.195
C 1.280 0.732 -0.182
C -2.585 -0.958 0.874
H 2.914 -0.702 -0.712
C -0.660 -2.591 -1.069
H -3.341 -1.843 0.193
C 0.912 -0.402 -0.890
H 1.681 2.825 -1.498
O 1.891 -1.027 -1.672
H 3.031 1.807 0.896
H -2.275 -1.371 2.277
O -1.751 -3.027 -0.656
H 3.364 0.467 -1.436
C 2.330 1.483 -0.498
C 0.294 1.435 0.535

***

Of them, model 2 has the lowest stability.

***

Model 1:
29
Properties=species:S:1:pos:R:3 method="wB97M-V/def2-TZVPD" total_charge=0 lumo_ha=0.02172 homo_lumo_gap_ha=0.3264
H 0.557 -3.060 -0.689
H -0.601 4.985 -1.963
N -0.512 -3.443 1.318
H 2.253 -1.180 0.571
H -1.427 -0.640 -0.283
S 0.796 1.255 0.859
C -1.437 -2.493 0.748
H -0.359 -2.137 3.120
C 1.160 -1.677 0.871
C -1.060 -1.038 0.670
C 0.393 -0.605 0.753
H -1.706 -2.735 -0.341
H -1.248 -3.420 3.234
H -2.422 -2.738 1.107
C 0.816 -3.242 0.624
H -1.442 -0.439 1.546
C -0.028 1.719 -2.873
C -0.611 3.020 -2.945
H 0.513 -3.731 3.361
C -0.099 3.126 -0.561
H 0.158 0.795 -3.752
H -1.284 3.188 -3.862
C -0.528 3.833 -1.768
C -0.351 -3.221 2.749
H 0.112 3.801 0.280
H 1.568 -4.322 0.833
C 0.576 1.221 -1.755
H 0.879 0.144 -1.730
C 0.386 1.944 -0.580

***

Model 2:
29
Properties=species:S:1:pos:R:3 method="wB97M-V/def2-TZVPD" total_charge=0 lumo_ha=0.00972 homo_lumo_gap_ha=0.3034
H 1.850 2.748 -1.697
H 1.660 0.871 2.358
H 0.924 -0.724 1.877
S -2.876 -0.410 0.138
C 1.356 -0.500 -2.062
C -0.070 -2.518 -0.822
C 0.501 -0.196 -1.016
H 2.102 0.222 -2.435
H 0.985 -3.874 -2.091
H -1.905 0.590 3.057
C -1.274 -0.857 0.701
C -1.548 1.403 2.415
C 0.768 2.327 -1.572
C 0.728 0.199 2.317
N -0.117 1.625 0.539
H 2.105 -2.085 -3.266
H -2.608 0.689 -0.408
C -0.225 -1.172 -0.348
H -1.237 2.199 3.069
C 0.386 1.243 -0.563
H -2.317 1.721 1.761
H 0.332 2.009 -2.535
C -0.499 0.778 1.572
H 0.441 0.012 3.448
H -0.356 -3.291 -0.200
H -1.324 -1.593 1.496
C 1.362 -1.793 -2.619
C 0.734 -2.822 -1.904
H 0.122 3.198 -1.207

***

Of them, model 1 has the lowest stability.